Computed, not measured: a structure of composition C11H17Cl2NO2OsS, with ωB97M-V/def2-TZVPD.

The geometry in XYZ format:
```
35
Properties=species:S:1:pos:R:3:forces:R:3
C 0.3337 -1.2156 -0.8294 0.6 0.8 -1.2
C 1.1991 -0.0629 -0.8879 -0.2 -0.9 -1.6
C 0.3639 1.1064 -0.8344 -0.3 -0.5 0.3
C 2.6585 -0.0586 -1.1031 0.1 0.1 0.4
C -1.0029 0.6782 -0.8506 -0.8 -0.5 -1.9
C -1.0322 -0.7484 -0.8069 0.3 1.2 -0.7
C -2.2514 -1.6069 -0.8545 0.0 0.0 0.2
C 0.7471 -2.6437 -0.9083 0.1 -0.1 0.0
C 0.7979 2.5232 -0.9808 0.3 0.1 0.2
C -2.1848 1.5702 -1.0238 0.0 -0.1 0.1
Os 0.0620 -0.1262 1.1003 -0.4 -1.7 0.6
Cl 3.5194 1.6801 0.8944 1.3 2.4 2.1
Cl 1.9626 -1.2689 1.8885 2.3 -2.2 0.0
O -1.6064 0.7920 1.7358 -1.9 1.7 0.7
H 3.0642 -1.0580 -0.9740 0.1 -0.1 -0.2
H 3.1642 0.6698 -0.2781 -0.9 -1.8 -2.1
H 2.8946 0.3494 -2.0890 0.0 0.0 -0.2
H 1.7242 2.6841 -0.4186 -0.1 0.1 -0.1
H 0.0238 3.1966 -0.6065 0.1 0.0 0.0
H 0.9814 2.7743 -2.0329 0.0 -0.1 0.0
H -2.0212 2.5374 -0.5402 -0.2 -0.2 0.1
H -3.0850 1.1021 -0.6167 0.1 0.2 0.1
H -2.3669 1.7662 -2.0900 0.0 0.0 -0.1
H -3.0992 -1.0827 -0.4013 0.1 -0.2 0.0
H -2.0760 -2.5483 -0.3250 -0.1 0.2 0.0
H -2.5192 -1.8442 -1.8911 0.1 0.0 0.0
H 1.7425 -2.7877 -0.4834 -0.2 0.0 0.1
H 0.7739 -2.9847 -1.9492 0.0 0.0 -0.1
H 0.0266 -3.2718 -0.3781 0.2 0.0 0.1
H -1.3336 1.5181 2.3242 -0.3 -0.5 -0.1
O -0.8642 -1.6954 1.8206 -0.8 0.1 0.8
H -1.5937 -1.2461 2.2960 0.3 -0.4 -0.2
S 0.9890 1.1782 2.8894 0.4 2.1 2.3
C 0.2518 0.3426 4.1458 -0.9 -0.6 1.6
N -0.2436 -0.2185 5.0588 0.8 0.9 -1.4
```
Positions in Å, forces in eV/Å.

Results
net charge = -2
<S²> = 6.026
HOMO (alpha / beta) = 1.1 / -0.9 eV
energy above the lowest of the compared OMol25 structures with the same formula, charge and spin = 37.5 kcal/mol
electronic energy = -2043.7379 Ha
HOMO-LUMO gap (alpha / beta) = 3.69 / 5.70 eV
2S+1 = 5
maximum force = 3.4 eV/A

***

Computed, not measured: a structure of composition C11H17Cl2PtSm, with ωB97M-V/def2-TZVPD.

The geometry in XYZ format:
```
32
Properties=species:S:1:pos:R:3:forces:R:3
Sm 0.2987 -0.3930 -2.7469 -1.2 1.7 -0.4
Cl 1.4661 -2.5119 -2.0366 0.8 -1.5 0.5
C 1.9701 1.1132 -3.5678 0.7 0.0 0.0
C -0.9781 -1.1390 -4.6343 -0.1 -0.5 -0.3
H 1.9329 1.5006 -4.5893 0.0 0.0 -0.1
H 2.0489 1.9599 -2.8754 0.1 0.1 0.0
H 2.8869 0.5019 -3.4630 0.1 0.2 -0.1
H -0.8866 -0.6473 -5.6063 0.0 0.0 -0.1
H -2.0395 -1.2016 -4.3602 0.0 0.0 -0.1
H -0.5848 -2.1687 -4.7251 -0.2 0.0 -0.2
Pt -0.8263 0.5232 -0.2378 -0.3 0.0 1.6
C -2.0913 -0.9126 0.5336 -0.1 -0.6 0.5
C -1.3836 1.3554 -1.9274 0.1 1.3 -1.7
H -3.1031 -0.7608 0.1413 0.0 -0.1 0.2
H -1.6398 -1.8416 0.1576 -0.4 -0.1 0.2
H -2.0552 -0.8759 1.6318 -0.3 -0.2 -0.1
H -2.4680 1.1659 -2.1223 0.4 0.2 0.1
H -1.1658 2.4556 -1.8481 -0.6 -0.5 -0.2
Cl 0.5650 2.9835 2.7399 0.1 0.7 -0.1
C 0.5387 1.3238 3.1591 -0.3 -1.6 1.1
C 0.2493 0.9500 4.4794 0.1 -0.3 -0.8
C 0.1497 -0.4066 4.8126 0.1 0.5 0.3
C 0.3950 -1.3803 3.8488 0.2 0.3 -0.5
C 0.7227 -1.0102 2.5505 -0.3 -0.6 0.8
C 0.7508 0.3319 2.1771 0.6 1.1 -1.9
C 1.0004 0.6744 0.7476 0.8 -0.4 0.5
H 0.0908 1.7184 5.2208 -0.1 0.1 0.1
H -0.1043 -0.6891 5.8312 0.0 0.0 -0.1
H 0.3288 -2.4262 4.1058 0.0 -0.2 0.1
H 0.8985 -1.7687 1.7856 -0.1 0.2 0.2
H 1.6142 -0.0884 0.2410 0.1 0.2 0.4
H 1.4188 1.6644 0.5769 0.0 0.0 0.1
```
Positions in Å, forces in eV/Å.

Results
net charge = -2
<S²> = 15.775
HOMO (alpha / beta) = 1.0 / 0.2 eV
energy above the lowest of the compared OMol25 structures with the same formula, charge and spin = 0.0 kcal/mol
electronic energy = -2126.8393 Ha
HOMO-LUMO gap (alpha / beta) = 3.84 / 4.60 eV
2S+1 = 8
maximum force = 2.2 eV/A